{
  "formula": "C28H28N6O4SV",
  "method": "ωB97M-V/def2-TZVPD",
  "lumo_energy_ev": [0.16, 0.16],
  "multiplicity": 2,
  "s2": 1.10,
  "homo_lumo_gap_ev": [7.0, 4.6],
  "homo_ev": [-6.85, -4.47],
  "e_above_lowest_kj_mol": 98.57,
  "elements": ["H", "C", "C", "N", "H", "S", "C", "V", "H", "C", "H", "C", "N", "H", "H", "H", "C", "C", "H", "H", "H", "C", "N", "O", "N", "H", "C", "O", "C", "C", "C", "H", "H", "H", "N", "C", "H", "C", "C", "C", "H", "H", "C", "O", "H", "C", "C", "C", "C", "H", "C", "C", "H", "H", "H", "H", "C", "C", "C", "C", "C", "N", "H", "O", "H", "H", "H", "H"],
  "positions_angstrom": [[-1.213815, -2.389467, -4.088129], [3.405976, -3.537341, -0.410216], [-3.671860, -1.715630, -1.216803], [0.718646, 2.194577, 0.492867], [-3.512356, 0.313907, 2.086584], [1.104183, -0.959292, 2.541904], [-2.740281, 2.591851, -1.487584], [-0.643404, 0.784985, 0.215646], [5.159729, -2.577393, 0.359379], [-1.982404, 0.711497, 3.535594], [-4.752651, 2.279194, -1.750181], [-2.689607, 2.282789, 1.851534], [0.649323, 0.296933, 1.661683], [-2.004365, 4.456457, -1.533287], [-3.477708, -3.302998, -4.212326], [5.230129, -4.275082, -1.301870], [-1.472012, -1.451867, -2.166121], [1.749305, 0.118941, -1.603304], [2.830987, 4.807158, 0.234438], [-5.073049, -2.864858, -2.351122], [-0.418229, 1.376750, 4.842916], [4.151585, -4.385853, -1.411996], [0.886361, -1.355355, -2.946892], [2.008435, -0.558750, 3.584831], [-2.854422, 3.935145, -1.658294], [-0.229529, 3.602312, 3.779066], [2.013623, -1.969610, 1.419748], [-1.629345, 2.048678, -1.402926], [-2.374001, -1.185745, -1.113230], [2.057359, -0.690808, -2.636885], [-0.092042, -0.946947, -2.112215], [2.981627, -0.863969, -3.163476], [4.099328, 3.433519, 1.900635], [0.678271, 3.933161, -0.647840], [-3.891176, 1.889140, -1.415143], [-0.956938, 2.887584, 3.416590], [-2.037584, -0.273568, 3.981130], [1.412662, 1.442188, 1.425950], [-1.771412, 3.210188, 2.338265], [-4.065332, -2.467533, -2.308631], [0.237468, -2.940983, 0.697346], [-3.713340, 4.400899, -1.422545], [4.078893, -2.649998, 0.420670], [-2.056499, -0.463026, -0.055311], [1.479103, -4.341315, -0.930641], [-1.068118, 1.640521, 4.016384], [3.154881, 3.081471, 1.501149], [3.391308, -1.867999, 1.343259], [2.016082, -3.634092, -0.302086], [3.905194, -5.443383, -1.293215], [-2.788136, 1.026876, 2.448078], [1.249768, 3.383193, 0.090357], [-3.382575, 2.561692, 1.067686], [-1.692421, 4.186148, 1.876968], [3.918203, -1.197320, 2.009825], [3.890616, -4.106196, -2.438110], [2.449684, 3.851982, 0.574956], [-1.896095, -2.210430, -3.261580], [1.314645, -2.855574, 0.598226], [-3.174343, -2.721902, -3.350014], [2.632878, 1.856890, 1.926069], [0.405341, -0.038337, -1.281841], [0.781071, -2.060172, -3.651960], [-0.084274, -1.697389, 2.864627], [2.386552, 0.803729, -1.067503], [3.134514, 1.252571, 2.667705], [-3.804646, 0.884063, -1.387111], [-4.349775, -1.526806, -0.391668]],
  "atomic_forces_ev_per_a": [[-0.049, 0.008, 0.056], [0.033, -0.030, -0.090], [-0.194, -0.118, -0.083], [0.680, 0.215, 0.239], [0.018, -0.093, -0.086], [-0.154, 0.089, -0.143], [0.250, -0.281, 0.114], [-1.121, 1.046, -0.565], [-0.043, -0.003, 0.000], [0.031, -0.014, -0.019], [-0.053, 0.009, 0.000], [0.041, 0.057, 0.190], [0.561, 0.552, 0.366], [0.032, 0.020, -0.004], [0.029, 0.045, 0.061], [-0.023, 0.005, 0.012], [0.413, 0.101, -0.110], [-0.309, 0.100, 0.213], [-0.023, -0.060, 0.013], [0.031, 0.024, 0.014], [-0.033, 0.012, -0.038], [-0.066, 0.041, 0.011], [0.203, -0.130, -0.224], [0.061, 0.035, 0.162], [0.008, 0.076, -0.020], [0.005, 0.008, -0.001], [-0.018, -0.212, -0.181], [-0.011, 0.172, 0.416], [0.279, 0.304, 0.468], [-0.095, -0.198, -0.101], [-0.208, 0.042, 0.076], [-0.112, 0.000, 0.033], [-0.082, -0.042, -0.022], [-0.023, -0.045, 0.014], [-0.022, -0.101, -0.074], [-0.065, -0.022, -0.052], [0.002, 0.067, -0.025], [0.049, 0.083, -0.030], [0.032, -0.061, 0.019], [0.004, 0.053, 0.095], [0.086, 0.035, -0.006], [0.000, 0.001, -0.036], [0.025, -0.003, 0.018], [-0.914, -1.047, -0.483], [0.053, 0.071, 0.055], [-0.011, -0.031, -0.004], [0.085, 0.095, -0.010], [-0.003, -0.051, -0.106], [0.004, -0.042, -0.127], [0.005, 0.047, 0.005], [0.003, 0.148, 0.195], [-0.217, -0.401, 0.114], [0.078, -0.065, -0.067], [0.019, 0.036, -0.024], [-0.021, -0.014, -0.021], [0.005, -0.008, 0.087], [0.076, -0.071, 0.114], [0.103, 0.007, -0.103], [0.089, 0.100, 0.107], [-0.037, 0.010, 0.038], [-0.063, -0.087, 0.052], [0.666, -0.369, -0.580], [0.028, -0.046, -0.016], [-0.052, -0.018, 0.105], [-0.087, -0.022, 0.025], [-0.003, 0.021, -0.035], [0.011, -0.029, 0.020], [0.015, -0.026, -0.020]],
  "mulliken_spin": [0.0011, 0.0006, 0.0016, -0.1012, 0.0020, 0.0033, 0.0007, 1.3723, -0.0001, -0.0049, 0.0001, 0.0247, -0.0190, 0.0004, 0.0001, 0.0000, 0.0150, 0.0258, 0.0064, -0.0001, -0.0006, 0.0000, 0.0072, -0.0019, 0.0004, 0.0010, -0.0076, 0.0099, -0.0038, -0.0089, 0.0158, -0.0002, -0.0255, -0.0244, 0.0001, 0.0089, 0.0000, -0.0963, -0.0100, 0.0030, 0.0016, -0.0003, -0.0007, -0.0276, 0.0003, -0.0015, -0.2101, 0.0055, -0.0024, 0.0000, -0.0203, -0.1671, 0.0074, -0.0074, 0.0008, 0.0001, 0.1056, 0.0017, 0.0046, 0.0001, 0.1043, -0.0159, -0.0005, 0.0037, 0.0053, 0.0156, 0.0011, 0.0003]
}